# 1
The following is a quantum chemistry calculation of an isolated molecule of C7H12O, from the OMol25 dataset.

The value obtained for the frontier orbital gap is 9.70 eV. The calculation puts the energy above the lowest of the compared OMol25 structures with the same formula, charge and spin at 3.077 eV. As for the spin multiplicity: 1. Its structure (SMILES) is C=CC(CO)=C(C)C. The LUMO energy is 0.835 eV.

XYZ file:
```
20
Properties=species:S:1:pos:R:3:forces:R:3:mulliken_charge:R:1
C 1.88520 1.14195 -0.22341 0.3 4.0 1.0 -1.25
C 0.94933 -0.02191 -0.05406 2.5 1.4 -1.3 1.20
C 1.76129 -1.21062 -0.02101 2.7 -2.5 -1.0 -1.43
C -0.33131 0.11198 0.06318 -3.2 0.0 1.3 0.67
C -1.14089 -1.12674 0.56960 -0.8 1.9 -2.0 -1.43
C -1.12282 1.43116 0.02459 -0.5 -0.6 2.1 -0.54
C -2.45950 1.29248 -0.15422 0.0 -0.5 -2.1 -0.66
H 2.44096 1.36223 0.85129 -1.1 -0.7 -2.7 0.26
H 2.70743 1.07933 -1.05816 -1.7 0.0 1.6 0.35
H 1.20599 2.14630 -0.37002 2.0 -2.4 0.0 0.22
H 1.42288 -2.24795 -0.04455 -1.0 0.3 0.4 0.37
H 2.39680 -1.10137 0.85907 0.3 -0.3 0.1 0.35
H 2.49760 -1.25730 -0.91518 -1.0 0.5 1.3 0.33
H -0.60210 -1.80226 1.14926 1.5 -1.0 0.9 0.49
H -1.90844 -0.72062 1.17949 -0.7 0.2 0.8 0.53
H -1.09187 -2.09512 -1.15392 -2.8 0.8 2.3 0.37
H -0.70056 2.38661 0.57733 -0.8 -1.9 -1.7 0.17
H -3.14036 2.14591 -0.21172 0.3 -0.2 0.5 0.31
H -2.92083 0.32063 -0.61947 1.1 1.8 1.2 0.23
O -1.84880 -1.83468 -0.44809 3.0 -1.0 -2.8 -0.53
```
Positions in Å, forces in eV/Å.

# 2
The following is a quantum chemistry calculation of a cluster of 2 separate species, C3H9N3O in total, from the OMol25 dataset.

The value obtained for the frontier orbital gap is 9.21 eV. The calculation puts the energy above the lowest of the compared OMol25 structures with the same formula, charge and spin at 4.818 eV. As for the spin multiplicity: 1. Its structure (SMILES) is CN(O)C#N.CN. The LUMO energy is 0.678 eV.

XYZ file:
```
16
Properties=species:S:1:pos:R:3:forces:R:3:mulliken_charge:R:1
C -1.89574 1.34785 0.81531 0.3 -0.2 0.3 -0.88
N -1.21324 0.53369 -0.15402 -0.1 -2.4 0.0 0.13
O -0.57655 1.14272 -1.24460 0.6 -0.6 -0.1 -0.44
H 0.15671 0.49934 -1.43496 -0.5 0.6 0.4 0.35
H 0.52601 -0.32156 0.84460 1.9 -1.9 -1.9 0.23
H -1.99963 2.37019 0.45425 0.1 -0.2 -0.2 0.29
H -1.32008 1.35472 1.74766 -0.2 0.3 0.1 0.27
H -2.88171 0.92695 1.01090 -0.1 0.1 0.0 0.32
C 2.37228 -0.63568 -0.29345 -0.1 0.2 0.3 -0.89
N 0.96525 -0.89489 0.01596 0.1 0.8 1.3 -0.51
C -1.32462 -0.85228 -0.22454 -2.8 2.8 -1.2 0.50
N -1.86061 -1.85564 -0.47056 1.0 -0.2 0.7 -0.52
H 0.87442 -1.90491 0.11455 -0.5 0.5 0.4 0.21
H 2.55995 -0.97719 -1.31207 0.1 0.1 0.0 0.31
H 2.55679 0.43639 -0.23688 0.2 0.0 0.0 0.32
H 3.06077 -1.16969 0.36784 0.1 0.2 0.0 0.32
```
Positions in Å, forces in eV/Å.

# 3
The following is a quantum chemistry calculation of a cluster of 2 separate species, C25H28Br2N in total, from the OMol25 dataset.

The value obtained for the frontier orbital gap is 5.20 eV. The net charge is +1. The calculation puts the energy above the lowest of the compared OMol25 structures with the same formula, charge and spin at 0.000 eV. As for the spin multiplicity: 1. The LUMO energy is -5.189 eV.

XYZ file:
```
56
Properties=species:S:1:pos:R:3:forces:R:3:mulliken_charge:R:1
C 4.20573 1.18641 1.95319 0.1 0.0 0.0 -0.91
C 3.45895 0.12869 1.14868 -0.2 0.0 -0.1 -0.71
C 2.74444 0.75185 -0.04832 0.2 -0.4 0.0 -0.17
N 1.87292 1.85112 0.35647 0.1 -0.2 0.1 0.47
C 0.77516 2.12515 -0.39041 0.1 -0.1 0.0 1.01
C 0.08187 1.27323 -1.21894 1.0 0.0 -0.2 -0.59
C -0.93285 1.99892 -2.01838 -0.5 0.5 -0.4 -0.69
C -0.86966 3.47388 -1.50910 -0.3 -0.2 -0.2 -0.80
C 0.22391 3.53635 -0.42814 -0.3 -0.2 -0.2 -0.92
C 2.51789 2.90569 1.14274 0.2 0.5 -0.1 -0.76
C 3.29351 2.35197 2.33322 -0.2 -0.2 0.0 -0.82
H 4.61184 0.73118 2.85943 0.1 0.1 -0.1 0.39
H 5.04496 1.56208 1.35578 0.0 -0.1 0.1 0.36
H 4.13968 -0.64795 0.77888 -0.1 0.1 0.1 0.40
H 2.71293 -0.37121 1.78506 0.1 0.1 0.0 0.28
H 3.49056 1.09395 -0.79275 -0.2 0.1 0.2 0.33
H 2.15667 -0.02671 -0.54352 0.2 0.4 0.0 -0.18
H 0.45974 0.33793 -1.63520 0.3 0.6 0.0 0.44
H -0.63190 1.95218 -3.07498 -0.3 0.0 0.1 0.25
H -1.95495 1.59585 -1.95639 0.2 0.0 0.0 0.22
H -0.62178 4.14062 -2.34425 -0.2 -0.1 0.3 0.29
H -1.83532 3.78021 -1.09408 0.2 0.0 -0.2 0.30
H -0.19890 3.85822 0.53015 0.2 -0.1 0.0 0.36
H 1.00931 4.25010 -0.71295 -0.1 -0.2 0.2 0.33
H 3.20119 3.49408 0.49701 -0.2 -0.2 0.1 0.39
H 1.75699 3.60257 1.51806 0.2 -0.3 -0.2 0.42
H 2.57415 2.02352 3.09320 0.1 0.0 -0.1 0.33
H 3.87912 3.16524 2.77164 -0.1 -0.1 0.0 0.38
Br -7.98527 -2.16952 2.33444 0.4 0.1 -0.1 -0.12
C -6.19059 -1.76429 1.91072 0.7 0.3 0.0 0.07
C -5.48907 -0.81702 2.67716 0.0 -0.2 -0.3 -0.53
C -4.16816 -0.52013 2.36781 0.1 -0.1 -0.4 -0.52
C -3.50533 -1.12901 1.27073 -1.0 -0.3 0.3 0.80
C -2.15397 -0.76013 0.96352 0.6 -0.5 -0.8 -0.29
C -1.46099 -1.20974 -0.14978 -0.5 0.6 0.1 -0.61
C -0.07313 -1.05041 -0.29812 -0.1 -0.8 1.1 0.02
C 0.66461 -1.98612 -1.17078 0.0 -0.1 -0.7 0.65
C 1.85440 -2.64418 -0.76651 -0.4 0.4 0.0 -0.24
C 2.52011 -3.51326 -1.62908 -0.5 0.1 -0.2 -0.68
C 2.01611 -3.74157 -2.91999 -0.2 0.5 0.3 -0.04
Br 2.95819 -4.85801 -4.11888 -0.2 0.2 0.3 -0.13
C 0.82302 -3.12857 -3.33182 0.0 0.1 0.5 -0.71
C 0.14159 -2.28197 -2.45406 0.3 -0.3 0.2 -0.31
C -4.22067 -2.11511 0.53640 -0.2 0.3 0.2 -0.39
C -5.54705 -2.41677 0.84489 0.2 0.2 0.1 -0.63
H -5.98187 -0.32207 3.50528 0.0 -0.1 -0.1 0.42
H -3.61821 0.21287 2.95948 -0.2 -0.2 -0.1 0.35
H -1.62612 -0.13403 1.68401 -0.1 -0.1 -0.1 0.38
H -2.00050 -1.72396 -0.94894 0.2 -0.1 0.4 0.16
H 0.47822 -0.52861 0.49786 -0.3 -0.4 -0.2 0.41
H 2.20567 -2.51192 0.26254 0.1 0.1 -0.5 0.48
H 3.41661 -4.02371 -1.30246 0.0 0.0 0.0 0.46
H 0.42078 -3.32912 -4.31764 0.1 0.0 0.1 0.45
H -0.82071 -1.85582 -2.75076 0.4 0.0 -0.1 0.42
H -3.72757 -2.64686 -0.28207 -0.3 0.2 0.3 0.33
H -6.09628 -3.15610 0.26997 0.2 0.1 0.1 0.42
```
Positions in Å, forces in eV/Å.

# 4
The following is a quantum chemistry calculation of a structure of composition C14H23AuN3O5, from the OMol25 dataset.

The value obtained for the frontier orbital gap is 6.59 eV. The net charge is +1. The calculation puts the energy above the lowest of the compared OMol25 structures with the same formula, charge and spin at 2.664 eV. As for the spin multiplicity: 1. The LUMO energy is -3.766 eV.

XYZ file:
```
46
Properties=species:S:1:pos:R:3:forces:R:3:mulliken_charge:R:1
C -1.40203 -2.08204 -4.34783 -0.7 0.2 -1.9 -0.01
C -1.87215 -1.21658 -5.28016 0.4 -2.2 0.5 0.97
H -1.32680 -3.15002 -4.58083 0.0 0.4 0.3 0.32
H -1.12293 -1.69993 -3.39541 0.0 -0.2 -0.1 -1.03
C -1.96003 0.20040 -4.98623 0.4 1.9 1.4 1.39
C -1.55133 0.72398 -3.78942 -0.8 0.0 -1.9 -0.53
H -1.19137 0.10502 -2.98590 -0.1 0.3 -0.3 -0.77
H -1.62061 1.80264 -3.62259 0.0 -0.4 0.0 0.25
C -2.32015 -1.74208 -6.62915 0.1 -0.2 0.0 -1.24
H -2.12866 -2.82184 -6.67153 -0.1 0.3 -0.1 0.37
H -1.77496 -1.27066 -7.46054 -0.2 -0.1 0.3 0.30
H -3.39618 -1.59161 -6.80952 0.3 0.1 0.1 0.30
C -2.50924 1.09664 -6.07289 0.0 0.2 0.0 -1.28
H -3.51197 0.77299 -6.38880 0.3 0.1 0.1 0.31
H -1.87526 1.09515 -6.97283 -0.1 -0.1 0.3 0.30
H -2.58307 2.12838 -5.71584 0.0 -0.2 -0.1 0.37
Au -0.49254 -0.05953 3.30180 -0.2 -0.2 0.0 0.67
O -0.67930 -0.07739 1.17998 1.2 0.9 -1.1 -0.82
C 0.15711 0.36109 0.33395 -1.7 -0.3 2.3 0.88
O 0.20304 2.24106 2.60431 2.1 0.1 -1.9 -0.62
C 1.14070 2.09562 1.81525 -1.7 0.3 1.7 0.49
O 2.27275 2.80416 1.88373 -0.2 -0.6 -0.7 -0.34
N 1.19844 1.19747 0.73577 -0.3 -0.1 -0.4 0.25
C 3.15972 2.42820 0.78352 0.5 0.8 0.7 -0.36
C 2.41008 1.43495 -0.05437 -0.7 -0.5 -0.7 -0.52
H 4.07302 2.00484 1.21372 -0.2 0.2 0.0 0.28
H 3.38038 3.33786 0.22066 0.1 -0.1 0.2 0.29
H 2.97513 0.51389 -0.19758 -0.1 0.0 0.0 0.34
H 2.13340 1.84286 -1.02813 0.2 0.0 0.0 0.35
C 0.07859 -0.13941 -1.02666 0.3 -0.7 -0.2 -0.22
C -0.67700 -1.24348 -1.26829 1.1 0.4 0.9 -1.04
H 0.74177 0.31412 -1.76605 0.1 -0.7 0.2 0.31
H -1.52287 -1.49016 -0.61186 0.8 -0.2 -0.1 0.33
H -0.34905 -1.96397 -2.02337 -0.6 0.7 0.1 0.50
C 2.06133 -1.47602 7.93119 0.3 -0.3 0.0 -0.75
O 2.25759 -1.62741 6.49633 -0.7 0.5 0.1 -0.32
C 1.36736 -1.05000 5.68210 0.8 -0.9 -1.8 0.72
O 1.40205 -1.20534 4.45504 0.4 0.0 2.5 -0.57
N 0.38739 -0.33701 6.32375 -0.9 1.1 -0.6 -0.06
N -0.48965 0.37744 5.43393 -0.3 0.1 0.8 -0.71
H 2.30288 -0.45246 8.26274 0.0 -0.3 -0.2 0.32
H 2.77528 -2.17863 8.36687 -0.2 0.3 0.0 0.26
H 1.03938 -1.74448 8.24476 0.4 0.0 -0.3 0.37
H 0.61726 0.17692 7.17577 -0.1 -0.4 -0.4 0.28
H -1.45151 0.17563 5.71801 0.3 0.2 0.1 0.34
H -0.32596 1.38874 5.52257 -0.1 -0.5 -0.1 0.32
```
Positions in Å, forces in eV/Å.

# 5
The following is a quantum chemistry calculation of an isolated molecule of C5H11NO, from the OMol25 dataset.

The value obtained for the frontier orbital gap is 10.55 eV. The calculation puts the energy above the lowest of the compared OMol25 structures with the same formula, charge and spin at 0.915 eV. As for the spin multiplicity: 1. Its structure (SMILES) is CCCNC(C)=O. The LUMO energy is 0.941 eV.

XYZ file:
```
18
Properties=species:S:1:pos:R:3:forces:R:3:mulliken_charge:R:1
C 0.06203 0.45032 -1.95514 -0.8 -0.3 0.4 -1.02
C 0.96938 1.27385 -1.02505 -0.4 0.0 0.9 -0.37
C 0.38181 1.36347 0.46820 0.5 0.2 -1.0 -0.59
N -0.57494 0.31610 0.81283 0.1 -0.3 -0.7 -0.40
C 0.01608 -0.92309 1.10339 0.3 -0.2 -0.2 0.70
O 1.21367 -1.11920 1.01236 -0.4 0.1 0.4 -0.57
C -0.93516 -2.00400 1.56551 -0.1 -0.1 0.0 -1.05
H -0.30959 0.99072 -2.82804 0.3 0.0 0.0 0.31
H 0.51828 -0.49833 -2.25339 0.0 0.3 -0.1 0.26
H -0.87980 0.12856 -1.42543 0.9 0.3 -1.0 0.16
H 1.96302 0.81433 -0.93861 -0.4 0.1 -0.2 0.26
H 1.11329 2.29944 -1.39879 -0.1 -0.4 0.1 0.37
H 1.24778 1.26884 1.12687 -0.3 0.1 0.1 0.33
H -0.11319 2.32771 0.64538 0.2 -0.2 -0.1 0.37
H -1.22800 0.17275 0.00893 0.1 0.3 1.7 0.32
H -0.84505 -2.86990 0.90494 0.0 0.1 0.1 0.29
H -1.97169 -1.66317 1.61029 0.1 0.0 -0.1 0.32
H -0.62793 -2.32840 2.56575 0.0 0.1 -0.2 0.29
```
Positions in Å, forces in eV/Å.

# 6
The following is a quantum chemistry calculation of an isolated molecule of C3H3NO2, from the OMol25 dataset.

The value obtained for the frontier orbital gap is 10.85 eV. The calculation puts the energy above the lowest of the compared OMol25 structures with the same formula, charge and spin at 2.325 eV. As for the spin multiplicity: 1. Its structure (SMILES) is Oc1ccon1. The LUMO energy is 0.897 eV.

XYZ file:
```
9
Properties=species:S:1:pos:R:3:forces:R:3:mulliken_charge:R:1
O -1.43816 1.13181 0.96797 0.2 0.0 0.2 -0.49
C -0.39081 0.52017 0.39119 0.3 -0.1 -0.1 0.53
N 0.70532 1.17231 0.09933 -0.4 -0.1 0.0 -0.45
O 1.50552 0.27886 -0.60081 -0.1 -0.3 -0.5 -0.11
C 0.84587 -0.88721 -0.70123 -0.1 0.1 0.0 -0.09
C -0.32900 -0.83861 -0.05044 0.2 -0.1 0.1 -0.46
H -1.20810 2.06676 1.09648 0.0 -0.2 0.0 0.35
H 1.18432 -1.69891 -1.33997 0.6 0.4 0.3 0.38
H -0.87497 -1.74519 0.13749 -0.7 0.4 0.0 0.34
```
Positions in Å, forces in eV/Å.